{
  "formula": "C18H21N5O3S",
  "method": "ωB97M-V/def2-TZVPD",
  "symbols": ["C", "O", "C", "C", "N", "C", "S", "N", "C", "C", "C", "N", "C", "N", "C", "C", "C", "C", "C", "C", "C", "C", "C", "N", "O", "C", "O", "H", "H", "H", "H", "H", "H", "H", "H", "H", "H", "H", "H", "H", "H", "H", "H", "H", "H", "H", "H", "H"],
  "positions_angstrom": [[-3.384959, -2.380613, 1.989243], [-2.294145, -1.743353, 1.372312], [-1.069667, -2.410075, 1.569928], [0.005972, -1.574941, 0.880741], [1.302274, -2.191633, 0.974545], [2.348951, -2.028465, 0.129637], [3.751746, -2.844796, 0.472309], [2.191827, -1.259106, -0.962132], [3.263216, -1.033865, -1.898736], [4.069204, 0.234408, -1.604895], [3.243772, 1.523705, -1.735821], [2.638743, 1.950101, -0.496885], [1.326982, 1.855849, -0.210389], [0.541887, 1.182502, -1.030445], [-0.775267, 1.075963, -0.772649], [-1.559586, 0.320897, -1.676386], [-2.874491, 0.153533, -1.372657], [-3.462748, 0.716340, -0.215060], [-2.749064, 1.468032, 0.660122], [-1.371992, 1.650363, 0.387614], [-0.529503, 2.361610, 1.258516], [0.814105, 2.475016, 0.981273], [1.688865, 3.178215, 1.828399], [2.431041, 3.747164, 2.495303], [-4.784238, 0.369108, -0.178418], [-5.013454, -0.434044, -1.312816], [-3.821503, -0.538699, -2.059288], [-3.235635, -2.465234, 3.072310], [-4.255879, -1.758557, 1.792402], [-3.545343, -3.384358, 1.576812], [-0.854380, -2.505147, 2.646178], [-1.103498, -3.420768, 1.134853], [-0.279399, -1.473893, -0.168966], [0.002134, -0.574838, 1.336938], [1.512833, -2.730424, 1.800917], [1.429700, -0.588912, -1.012940], [2.829477, -0.971658, -2.900784], [3.929503, -1.898493, -1.847247], [4.900232, 0.270991, -2.309303], [4.485903, 0.165050, -0.598790], [2.437888, 1.383211, -2.458977], [3.891673, 2.334465, -2.082764], [3.232478, 2.407434, 0.178231], [-1.109933, -0.107211, -2.555800], [-3.194726, 1.897192, 1.541739], [-0.937554, 2.812984, 2.151951], [-5.799112, 0.020936, -1.936182], [-5.337357, -1.438831, -0.996589]],
  "forces_ev_per_angstrom": [[0.014, -0.041, 0.029], [0.189, 0.117, -0.070], [0.184, -0.052, -0.123], [-0.287, 0.179, 0.015], [-0.312, 0.054, 0.069], [-0.168, -0.192, 0.083], [0.777, -0.405, 0.240], [-0.454, 0.057, 0.288], [0.496, 0.091, -0.128], [-0.315, -0.125, -0.135], [0.320, -0.170, -0.187], [0.119, 0.239, 0.301], [-0.275, -0.030, 0.039], [0.399, 0.124, -0.096], [-0.395, 0.301, 0.468], [-0.452, -0.113, -0.075], [0.101, 0.216, 0.320], [0.385, 0.164, -0.055], [-0.533, -0.278, -0.291], [0.303, -0.064, -0.278], [0.314, -0.117, -0.263], [-0.826, -0.498, -0.478], [0.301, 0.330, 0.405], [0.220, 0.125, 0.137], [0.208, 0.228, 0.307], [-1.215, -0.558, -0.263], [0.584, 0.140, -0.065], [-0.028, -0.001, -0.018], [-0.069, -0.053, 0.043], [-0.019, 0.022, 0.018], [-0.007, -0.022, -0.065], [0.034, 0.077, 0.056], [0.013, 0.001, 0.079], [-0.042, -0.052, -0.126], [0.153, 0.050, -0.153], [-0.059, -0.131, 0.026], [0.018, -0.006, 0.005], [-0.168, 0.115, -0.126], [0.072, 0.010, -0.034], [0.086, -0.018, -0.001], [0.133, 0.120, -0.025], [-0.118, -0.044, -0.015], [-0.081, -0.006, -0.038], [0.083, -0.060, -0.122], [-0.098, 0.045, 0.135], [0.003, 0.043, 0.066], [0.255, -0.046, 0.141], [0.161, 0.231, -0.041]],
  "gap_ev": 7.50,
  "de_lowest_kcal_mol": 32.3,
  "max_force_ev_per_a": 1.36,
  "smiles": "COCCNC(=S)NCCCNc1nc2cc3c(cc2cc1C#N)OCO3",
  "lumo_ev": -0.32
}



{
  "formula": "C38H59BBiGe2N11OS",
  "method": "ωB97M-V/def2-TZVPD",
  "symbols": ["Bi", "C", "C", "C", "C", "C", "N", "N", "B", "N", "N", "C", "C", "C", "C", "C", "N", "N", "C", "C", "C", "C", "C", "H", "H", "H", "H", "H", "H", "H", "H", "H", "H", "H", "H", "H", "H", "H", "H", "H", "H", "H", "H", "H", "H", "N", "N", "C", "N", "S", "H", "H", "H", "H", "H", "C", "Ge", "C", "C", "Ge", "C", "C", "C", "C", "C", "C", "C", "C", "C", "C", "C", "C", "H", "H", "H", "H", "H", "H", "H", "H", "H", "H", "H", "H", "H", "H", "H", "H", "H", "H", "H", "C", "C", "C", "C", "C", "C", "H", "H", "H", "H", "H", "H", "H", "H", "H", "N", "C", "N", "O", "H", "H", "H", "H"],
  "positions_angstrom": [[0.374417, 0.481169, -1.281297], [-1.461526, 3.760217, -1.887537], [-0.234379, 3.436282, -2.650136], [0.200358, 4.169411, -3.768892], [1.349502, 3.594871, -4.210861], [2.116744, 3.858199, -5.449536], [1.723038, 2.630438, -3.399005], [0.735756, 2.517085, -2.419146], [3.062132, 1.806550, -3.227482], [2.731542, 0.296810, -3.390861], [1.492507, -0.304455, -3.194332], [1.652050, -1.592934, -3.492967], [0.537725, -2.551141, -3.464236], [2.956832, -1.828296, -3.881229], [3.609802, -0.635530, -3.803467], [4.933065, -0.226944, -4.251197], [3.580911, 1.942844, -1.818016], [3.143035, 1.178068, -0.822393], [3.807174, 1.542567, 0.270969], [3.540864, 0.856851, 1.560171], [4.643302, 2.619955, -0.042020], [4.437078, 2.861795, -1.371787], [5.115654, 3.844003, -2.304262], [-1.359352, 4.777241, -1.421972], [-1.683531, 2.991855, -1.151500], [-2.321878, 3.635954, -2.489545], [-0.247726, 5.002078, -4.220559], [1.403485, 4.310638, -6.155397], [2.537343, 2.985189, -5.905245], [2.992025, 4.492229, -5.245829], [3.816165, 2.275090, -4.099561], [-0.335173, -1.964367, -3.756688], [0.393469, -3.028609, -2.515261], [0.780676, -3.372577, -4.130610], [3.347892, -2.806771, -4.118141], [5.345538, -1.248731, -4.574850], [5.563437, 0.190290, -3.511798], [4.841769, 0.380973, -5.132962], [3.424612, 1.591079, 2.374046], [4.355583, 0.135332, 1.866126], [2.640793, 0.312185, 1.547300], [5.359069, 3.075612, 0.690848], [5.640076, 4.635092, -1.670481], [4.380732, 4.430651, -2.844496], [5.833371, 3.398573, -3.019374], [-2.677988, -2.967103, -2.524737], [-3.030826, -3.394522, -1.256335], [-2.199988, -3.272520, -0.208190], [-2.615717, -3.969475, 0.842656], [-0.815599, -2.370848, -0.022435], [-2.606347, -1.935634, -2.581173], [-1.770857, -3.276651, -2.798316], [-3.798606, -4.075004, -1.187246], [-3.428687, -4.540775, 0.815532], [-2.088922, -3.913187, 1.698907], [2.507424, -2.841381, 1.311035], [1.399974, -3.343638, 2.982211], [0.684687, -5.091273, 2.523655], [2.619615, -3.480530, 4.541194], [-0.337958, -1.694907, 3.293370], [0.118500, -0.379001, 4.628703], [-1.000461, 0.148806, 5.354523], [-0.801220, 1.238283, 6.206976], [0.416577, 1.921933, 6.234339], [1.499734, 1.381255, 5.573508], [1.403855, 0.223348, 4.745022], [-2.194147, -2.258510, 3.578962], [-2.389070, -3.530551, 4.048307], [-3.686063, -4.054768, 4.117963], [-4.741239, -3.221209, 3.691942], [-4.539047, -1.892446, 3.232389], [-3.243345, -1.456125, 3.138158], [3.484150, -3.259656, 1.418305], [2.574724, -1.764015, 1.128719], [2.119089, -3.332741, 0.400130], [0.657798, -5.811182, 3.276348], [1.462162, -5.363375, 1.773221], [-0.282671, -5.075807, 2.071216], [3.269933, -4.353005, 4.520893], [2.081198, -3.568859, 5.477352], [3.400138, -2.672946, 4.561551], [-2.019159, -0.304461, 5.309159], [-1.652817, 1.665211, 6.843548], [0.518276, 2.707267, 6.924301], [2.480704, 1.822719, 5.591435], [2.272023, -0.054283, 4.252326], [-1.538789, -4.172056, 4.273625], [-3.917744, -5.021223, 4.477146], [-5.767735, -3.651620, 3.675788], [-5.380803, -1.337709, 2.795632], [-3.066668, -0.409422, 2.817979], [-5.165588, -0.275946, -1.121024], [-4.521201, 0.781476, -2.070921], [-4.903775, 2.167323, -1.605906], [-5.098311, 0.611818, -3.479775], [-3.044522, 0.632236, -2.060160], [-1.819995, 0.539191, -1.941481], [-6.236444, -0.143436, -1.112808], [-4.675148, -0.171342, -0.123870], [-4.901183, -1.268068, -1.530963], [-5.932535, 2.351046, -1.373369], [-4.756468, 2.924703, -2.406135], [-4.308187, 2.528198, -0.734180], [-6.162775, 0.738191, -3.402938], [-4.917342, -0.345053, -3.928782], [-4.683163, 1.327682, -4.256748], [-0.851189, 2.052817, 2.611028], [-0.357033, 2.666715, 1.481849], [0.140446, 3.954890, 1.587839], [-0.423767, 2.019294, 0.394181], [-0.689832, 2.479803, 3.493643], [-1.011206, 1.042450, 2.634128], [-0.144699, 4.480414, 2.406623], [0.329875, 4.452385, 0.755588]],
  "forces_ev_per_angstrom": [[-0.438, 0.481, -0.154], [0.623, -0.360, 1.511], [1.845, 0.598, -1.295], [-0.716, -0.526, 0.706], [1.298, -0.213, -1.028], [-0.051, 1.160, -0.216], [-1.138, -1.349, 2.138], [-0.501, -0.584, 0.552], [-0.840, 0.376, -0.932], [-0.649, -0.590, -0.424], [0.760, 0.959, -0.123], [0.461, 0.026, 0.242], [-0.010, 0.103, -0.418], [-0.067, -1.419, 0.073], [-1.113, 1.748, 0.421], [0.741, -3.302, -1.349], [-0.045, 0.886, -0.592], [-0.525, -1.075, 0.560], [-0.593, -0.049, -0.404], [1.756, 0.321, 1.166], [1.111, 0.371, 1.986], [1.603, 0.716, -0.890], [0.552, 1.106, 1.293], [-0.373, -0.938, -0.503], [0.398, 0.340, 0.452], [-0.843, 0.637, -1.094], [-0.764, 0.835, -0.448], [0.654, 0.137, 0.074], [-0.089, -0.726, -0.102], [-0.427, 0.227, -0.210], [-0.388, -0.712, 0.811], [-0.304, -0.570, -0.113], [-0.129, 0.104, 0.793], [-0.344, 0.093, -0.483], [0.118, 0.196, -0.227], [0.182, 1.687, 0.272], [0.550, 0.579, 0.735], [0.192, 0.437, -0.272], [0.228, -0.179, -0.214], [-0.713, 0.803, -0.398], [-1.221, -0.739, -0.279], [-0.864, -0.247, -1.139], [-0.376, -1.233, -0.789], [-0.194, -0.115, -0.353], [-0.427, 0.120, 0.481], [-0.735, 1.297, -0.761], [0.360, 0.083, -0.409], [-1.024, -0.487, 0.538], [0.426, -0.275, 0.786], [0.751, 0.480, -0.490], [-0.435, -0.605, 0.435], [0.578, -0.742, 0.104], [0.638, 0.631, -0.338], [-0.481, -0.330, 0.089], [-0.243, 0.045, 0.010], [-1.279, -0.229, 0.300], [0.952, 0.351, -0.735], [1.208, 0.753, -1.482], [1.066, 0.487, -0.292], [0.361, 0.129, -0.096], [-0.300, 0.639, 0.197], [0.620, 0.110, 0.466], [-1.492, 0.802, 0.248], [-0.305, -1.706, 0.050], [0.481, -1.169, -1.458], [-3.314, 1.878, 2.178], [1.273, 0.646, -0.571], [-0.681, -1.242, 0.151], [-0.579, 2.197, -0.704], [-0.566, -0.374, -0.031], [-0.640, -1.732, -0.374], [0.052, 1.317, 0.394], [0.895, -0.087, 0.350], [0.019, -0.263, 0.092], [-0.271, 0.304, 0.474], [0.181, -1.092, 1.464], [-0.803, -0.356, 0.316], [-0.510, 0.143, -0.584], [-0.246, -0.473, -0.445], [-0.117, 0.416, 0.186], [-1.126, -0.241, 0.165], [1.111, 0.259, -0.090], [1.219, -0.842, -1.065], [0.275, 1.145, 0.528], [0.157, 0.402, 0.349], [1.291, -0.966, -1.052], [-0.097, 0.146, 0.224], [0.007, -0.915, 0.275], [0.825, 0.477, 0.136], [0.413, -0.102, 0.519], [0.068, -0.801, -0.050], [1.819, -0.085, -0.323], [-0.297, -0.422, -0.167], [1.242, 2.196, 0.150], [0.777, 0.778, -1.070], [1.593, -0.107, 0.365], [-1.200, 0.028, -0.406], [-0.282, 0.006, 0.249], [-0.715, -0.146, -0.544], [-0.312, 0.261, 0.367], [-0.850, -0.681, 0.321], [0.388, -0.482, 0.276], [-0.370, -0.434, -0.488], [-0.576, 0.184, -0.169], [0.149, -0.827, 0.113], [-0.472, -0.438, 1.216], [0.479, 0.738, -1.123], [-0.609, -1.307, -0.288], [-0.981, -1.916, 1.116], [0.572, 1.321, 1.374], [0.125, 0.151, 0.744], [0.236, 0.643, -0.401], [0.249, -0.032, -0.333], [0.122, 0.339, -0.792]],
  "gap_ev": [6.94, 7.91],
  "de_lowest_kcal_mol": 32.2,
  "spin_multiplicity": 2,
  "total_charge": 1,
  "max_force_ev_per_a": 4.39,
  "lumo_ev": [-1.82, -2.90],
  "s_squared": 0.758
}



{
  "formula": "C5H14",
  "method": "ωB97M-V/def2-TZVPD",
  "symbols": ["C", "C", "C", "H", "H", "H", "H", "H", "H", "H", "H", "C", "C", "H", "H", "H", "H", "H", "H"],
  "positions_angstrom": [[1.692938, -1.738350, -1.509775], [0.900666, -1.040178, -0.380566], [0.525277, -2.053961, 0.693047], [1.096586, -2.518474, -1.979061], [2.626727, -2.115913, -1.091961], [1.971127, -1.018855, -2.270133], [1.442505, -0.170305, -0.010556], [0.027573, -0.622058, -0.892680], [0.377332, -1.612785, 1.677203], [-0.411475, -2.571083, 0.459739], [1.272444, -2.833956, 0.741263], [-1.175520, 1.676188, 0.352887], [-1.775801, 3.032760, 0.794487], [-0.221080, 1.495321, 0.840625], [-1.869674, 0.901658, 0.686134], [-1.024999, 1.621947, -0.721822], [-2.151131, 2.959697, 1.813774], [-1.003225, 3.799699, 0.737074], [-2.592156, 3.287512, 0.119512]],
  "forces_ev_per_angstrom": [[0.148, 0.726, 0.688], [-0.180, -0.344, -1.233], [-0.623, 0.161, 0.011], [0.132, -0.187, 0.098], [-0.038, -0.393, -0.162], [-0.002, 0.145, -0.295], [0.216, -0.193, 0.213], [-0.194, -0.008, 0.460], [0.150, 0.040, 0.065], [0.060, 0.118, -0.150], [0.365, -0.117, 0.280], [-0.517, 0.457, 0.679], [0.553, -0.627, -0.529], [0.080, -0.043, 0.036], [0.172, -0.238, -0.331], [-0.058, -0.034, -0.057], [0.006, 0.157, -0.001], [-0.202, 0.186, 0.066], [-0.068, 0.194, 0.160]],
  "gap_ev": 12.40,
  "de_lowest_kcal_mol": 4.4,
  "max_force_ev_per_a": 1.29,
  "smiles": "CCC.CC",
  "lumo_ev": 1.09
}



Repeat the third record exactly.
{
  "formula": "C5H14",
  "method": "ωB97M-V/def2-TZVPD",
  "symbols": ["C", "C", "C", "H", "H", "H", "H", "H", "H", "H", "H", "C", "C", "H", "H", "H", "H", "H", "H"],
  "positions_angstrom": [[1.692938, -1.738350, -1.509775], [0.900666, -1.040178, -0.380566], [0.525277, -2.053961, 0.693047], [1.096586, -2.518474, -1.979061], [2.626727, -2.115913, -1.091961], [1.971127, -1.018855, -2.270133], [1.442505, -0.170305, -0.010556], [0.027573, -0.622058, -0.892680], [0.377332, -1.612785, 1.677203], [-0.411475, -2.571083, 0.459739], [1.272444, -2.833956, 0.741263], [-1.175520, 1.676188, 0.352887], [-1.775801, 3.032760, 0.794487], [-0.221080, 1.495321, 0.840625], [-1.869674, 0.901658, 0.686134], [-1.024999, 1.621947, -0.721822], [-2.151131, 2.959697, 1.813774], [-1.003225, 3.799699, 0.737074], [-2.592156, 3.287512, 0.119512]],
  "forces_ev_per_angstrom": [[0.148, 0.726, 0.688], [-0.180, -0.344, -1.233], [-0.623, 0.161, 0.011], [0.132, -0.187, 0.098], [-0.038, -0.393, -0.162], [-0.002, 0.145, -0.295], [0.216, -0.193, 0.213], [-0.194, -0.008, 0.460], [0.150, 0.040, 0.065], [0.060, 0.118, -0.150], [0.365, -0.117, 0.280], [-0.517, 0.457, 0.679], [0.553, -0.627, -0.529], [0.080, -0.043, 0.036], [0.172, -0.238, -0.331], [-0.058, -0.034, -0.057], [0.006, 0.157, -0.001], [-0.202, 0.186, 0.066], [-0.068, 0.194, 0.160]],
  "gap_ev": 12.40,
  "de_lowest_kcal_mol": 4.4,
  "max_force_ev_per_a": 1.29,
  "smiles": "CCC.CC",
  "lumo_ev": 1.09
}